[1]
Density functional theory data (the ωB97M-V functional and the def2-TZVPD basis) for a single C4H5FOS molecule at a distorted geometry.

Geometry (Å):
C1 1.9371 -0.5807 -0.1787
C2 0.5075 -1.0469 0.2654
C3 -0.7629 -0.4582 0.2951
F1 -1.6741 -0.8107 1.2905
C4 -1.1837 0.9869 -0.2089
O1 -0.6115 1.7608 -0.9668
S1 -2.8039 1.3993 0.3489
H1 1.5976 0.2368 -1.0132
H2 2.5982 -0.0708 0.7258
H3 2.4920 -1.5247 -0.5001
H4 0.4860 -2.1309 0.6716
H5 -2.5823 2.2391 -0.7295

Computed properties:
E_LUMO, eV: -0.3
SMILES string: C/C=C(/F)C(=O)S
Relative energy (zero: lowest compared OMol25 entry of this formula, charge and spin), kJ/mol: 204.44
HOMO-LUMO gap, eV: 9.5
Multiplicity: 1

=====

[2]
Density functional theory data (the ωB97M-V functional and the def2-TZVPD basis) for 7 unconnected molecules or ions with the total composition C30H42F6N3O20 at a distorted geometry.

Geometry (Å):
C1 2.9223 -2.7943 2.1486
C2 3.1057 -2.4858 0.6772
O1 3.0881 -3.3425 -0.1244
O2 3.3098 -1.1807 0.3695
C3 2.1482 -0.5555 -0.2372
C4 1.3384 0.2252 0.7863
C5 -0.0761 0.5020 0.2404
C6 -0.6006 1.7709 0.9361
C7 -2.0977 1.7449 1.3062
C8 -2.4790 0.6055 2.2506
C9 -3.0275 -0.6896 1.5944
C10 -3.3048 -0.6512 0.0931
C11 -4.6745 -0.0765 -0.2787
N1 -5.7421 -0.4274 0.7105
C12 -5.2856 -1.4280 1.5485
N2 -5.8172 -2.6028 1.4996
N3 -4.2838 -1.1162 2.3511
H1 3.8777 -3.0661 2.5883
H2 2.1996 -3.5831 2.3002
H3 2.6119 -1.8904 2.6634
H4 2.5324 0.1207 -0.9898
H5 1.5385 -1.3301 -0.7026
H6 1.8629 1.1599 0.9721
H7 1.2893 -0.3254 1.7213
H8 0.0500 0.7209 -0.8119
H9 -0.6565 -0.3914 0.4418
H10 -0.0865 1.8795 1.8894
H11 -0.4410 2.6660 0.3423
H12 -2.2417 2.6646 1.8720
H13 -2.7324 1.8490 0.4286
H14 -1.5775 0.3415 2.8054
H15 -3.1759 0.9558 3.0047
H16 -2.3192 -1.4946 1.7724
H17 -2.5560 -0.1341 -0.4934
H18 -3.3083 -1.6876 -0.2554
H19 -4.6222 0.9914 -0.4527
H20 -4.9648 -0.5153 -1.2286
H21 -5.8621 0.3775 1.3219
H22 -6.5807 -2.7993 0.8678
H23 -5.4128 -3.3431 2.0607
H24 -4.0630 -1.8511 3.0162
C13 -0.0717 2.6625 -4.7362
C14 0.6379 3.3587 -3.6033
O3 -0.3241 3.2869 -2.5535
C15 -1.0629 2.1699 -2.7798
O4 -1.7638 1.6546 -1.9659
O5 -0.8816 1.7080 -4.0348
F1 0.8823 4.6582 -3.8886
H25 -0.7149 3.3408 -5.2985
H26 0.6104 2.1684 -5.4230
H27 1.5632 2.8764 -3.2821
C16 4.9487 -1.2132 -4.0816
C17 5.9108 -0.6173 -3.0864
O6 5.4225 0.7121 -2.9430
C18 4.0856 0.6548 -3.1870
O7 3.3155 1.5188 -2.9035
O8 3.7403 -0.5044 -3.7829
F2 7.1705 -0.5717 -3.5769
H28 5.2440 -1.0096 -5.1121
H29 4.8163 -2.2844 -3.9544
H30 5.9176 -1.1070 -2.1114
C19 -3.6792 5.7735 -0.6856
C20 -5.1398 5.4360 -0.5155
O9 -5.1252 4.5582 0.5983
C21 -4.0452 4.9120 1.3590
O10 -3.8747 4.5677 2.4795
O11 -3.1985 5.7073 0.6610
F3 -5.6298 4.7735 -1.5918
H31 -3.1563 5.0338 -1.2948
H32 -3.5182 6.7611 -1.1102
H33 -5.7804 6.2912 -0.2953
C22 5.8473 2.9445 -5.3394
C23 6.1689 4.2398 -6.0397
O12 6.0595 3.8845 -7.4077
C24 5.1513 2.8670 -7.4821
O13 4.6239 2.5023 -8.4757
O14 4.9281 2.3316 -6.2488
F4 7.4354 4.6432 -5.7866
H34 6.7261 2.3075 -5.2269
H35 5.3896 3.0918 -4.3638
H36 5.4795 5.0573 -5.8204
C25 -7.7589 -5.6139 3.4472
C26 -6.5035 -5.4655 4.2715
O15 -6.9231 -4.6563 5.3408
C27 -8.2643 -4.9080 5.5254
O16 -8.8768 -4.6063 6.4839
O17 -8.7752 -5.5618 4.4428
F5 -5.5143 -4.8028 3.5852
H37 -7.8931 -4.7842 2.7482
H38 -7.7969 -6.5508 2.8965
H39 -6.1029 -6.4041 4.6546
C28 6.5393 -4.4507 4.4658
C29 7.5169 -3.7897 5.4044
O18 6.9827 -2.4839 5.5344
C30 5.6350 -2.5880 5.3528
O19 4.8473 -1.7536 5.6431
O20 5.3125 -3.7885 4.7952
F6 8.7537 -3.7097 4.8610
H40 6.7850 -4.2639 3.4193
H41 6.4581 -5.5232 4.6245
H42 7.5846 -4.2545 6.3895

Computed properties:
E_LUMO, eV: -2.9
Total charge: +1
HOMO-LUMO gap, eV: 9.4
Multiplicity: 1

=====

[3]
Density functional theory data (the ωB97M-V functional and the def2-TZVPD basis) for a molecular structure, C27H25AsCuN5O3S.

Geometry (Å):
Cu1 0.1477 -0.6697 -0.6603
O1 -3.0135 0.7762 1.6292
C1 -2.1901 0.3815 0.8197
O2 -1.2216 -0.4110 1.0144
C2 -2.3218 0.8808 -0.6153
C3 -3.4150 1.6512 -0.9850
C4 -3.5092 2.0947 -2.2907
C5 -2.5052 1.7625 -3.1875
C6 -1.4479 0.9928 -2.7366
N1 -1.3575 0.5598 -1.4769
H1 -4.1546 1.8792 -0.2313
H2 -4.3516 2.6958 -2.6085
H3 -2.5386 2.0890 -4.2176
H4 -0.6372 0.7102 -3.3966
C7 2.5667 1.4246 4.5335
C8 2.9496 0.8823 3.2107
N2 4.1061 0.3823 2.9030
N3 3.9758 0.0498 1.5808
C9 2.7787 0.3408 1.0582
S1 2.3028 0.2050 -0.5452
N4 2.1081 0.8632 2.1253
N5 0.8010 1.3484 2.1726
H5 3.3805 1.2591 5.2347
H6 1.6599 0.9427 4.8939
H7 2.3634 2.4928 4.4650
H8 4.7480 -0.3436 1.0731
H9 0.1621 0.5996 1.8716
H10 0.7212 2.0648 1.4521
O3 0.3822 -2.6604 -1.0489
As1 0.0498 -3.5254 0.3419
C10 0.9734 -3.0059 1.9368
C11 2.2763 -3.4597 2.1382
C12 2.9638 -3.0793 3.2820
C13 2.3458 -2.2667 4.2213
C14 1.0457 -1.8235 4.0207
C15 0.3553 -2.1804 2.8698
C16 -1.8233 -3.4254 0.7304
C17 -2.6165 -2.7446 -0.1837
C18 -3.9718 -2.5912 0.0704
C19 -4.5255 -3.1214 1.2261
C20 -3.7309 -3.8105 2.1323
C21 -2.3754 -3.9618 1.8867
C22 0.5722 -5.3396 -0.0092
C23 0.9787 -5.6544 -1.2978
C24 1.3306 -6.9639 -1.5973
C25 1.2745 -7.9431 -0.6155
C26 0.8710 -7.6210 0.6736
C27 0.5180 -6.3149 0.9814
H11 2.7550 -4.0972 1.4055
H12 3.9789 -3.4197 3.4407
H13 2.8822 -1.9740 5.1152
H14 0.5568 -1.1968 4.7556
H15 -0.6445 -1.8012 2.6887
H16 -2.1663 -2.3205 -1.0728
H17 -4.5922 -2.0453 -0.6283
H18 -5.5810 -2.9909 1.4267
H19 -4.1644 -4.2185 3.0360
H20 -1.7534 -4.4773 2.6098
H21 1.0208 -4.8734 -2.0464
H22 1.6464 -7.2204 -2.6002
H23 1.5505 -8.9625 -0.8523
H24 0.8341 -8.3859 1.4383
H25 0.2155 -6.0646 1.9913

Computed properties:
E_LUMO, eV: 0.6
Relative energy (zero: lowest compared OMol25 entry of this formula, charge and spin), kJ/mol: 18.95
HOMO-LUMO gap, eV: 8.0
Multiplicity: 1

=====

[4]
Density functional theory data (the ωB97M-V functional and the def2-TZVPD basis) for 2 unconnected molecules or ions with the total composition C7H16P at a distorted geometry.

Geometry (Å):
C1 0.4416 -2.8136 2.1726
C2 0.2638 -2.6715 0.8012
C3 -1.2419 -2.3215 -1.2020
C4 1.2742 1.1237 -1.2763
C5 -1.0331 3.0281 -0.7708
C6 0.9057 2.1715 1.2709
C7 -1.0604 -2.3739 0.3002
P1 -0.1973 1.5002 -0.1165
H1 1.3890 -3.1846 2.6708
H2 -0.3261 -2.5461 2.7932
H3 1.1460 -2.8345 0.0994
H4 -0.3707 -2.3827 -1.7833
H5 -1.9089 -3.1072 -1.5705
H6 -1.5160 -1.2228 -1.4378
H7 2.0663 0.6249 -0.8931
H8 1.6561 2.1871 -1.5744
H9 0.8661 0.7000 -2.1140
H10 -1.7071 2.7347 -1.5036
H11 -0.3688 3.7248 -1.2590
H12 -1.4876 3.4551 0.0530
H13 0.9541 3.2058 1.1564
H14 1.8394 1.5933 1.2102
H15 0.2966 1.8208 2.0251
H16 -1.8810 -2.4116 0.9483

Computed properties:
E_LUMO (alpha / beta), eV: -3.2 / -8.0
⟨S²⟩: 2.04
Total charge: +1
Relative energy (zero: lowest compared OMol25 entry of this formula, charge and spin), kJ/mol: 36.29
HOMO-LUMO gap (alpha / beta), eV: 7.2 / 5.1
Multiplicity: 3

=====

[5]
Density functional theory data (the ωB97M-V functional and the def2-TZVPD basis) for a molecular structure, C8H18BClN2O4Pb at a distorted geometry.

Geometry (Å):
Pb1 1.8545 -1.1537 -0.0181
Cl1 5.4612 -2.2472 0.3442
O1 4.5430 -1.3766 -0.3292
O2 6.3083 -1.5321 1.1286
O3 4.7143 -3.2621 1.0017
O4 6.2873 -2.9052 -0.6480
B1 1.5269 -3.8345 0.8586
H1 1.1463 -4.8418 0.9281
H2 2.1760 -3.8634 -0.0028
H3 0.7419 -3.1273 0.6401
H4 2.0328 -3.5811 1.7774
C1 -1.6865 1.8466 2.1244
C2 -0.9493 3.0469 2.5449
C3 0.5615 2.8966 2.4593
C4 1.2361 2.1690 1.3525
N1 1.7027 1.5459 0.4745
H5 -1.5116 1.4501 1.1243
H6 -2.7246 2.1302 2.2980
H7 -1.5623 1.0463 2.8539
H8 -1.3781 3.3571 3.4978
H9 -1.1300 3.9155 1.9117
H10 0.8821 2.5710 3.4489
H11 0.9399 3.9159 2.3821
C5 -3.7556 -0.6151 -2.8232
C6 -2.7946 0.3618 -3.5947
C7 -1.9642 1.0650 -2.4236
C8 -1.0882 0.1549 -1.6685
N2 -0.4593 -0.5188 -0.9660
H12 -4.6702 -0.8876 -3.3498
H13 -3.9048 -0.3812 -1.7691
H14 -3.2897 -1.5818 -2.6321
H15 -3.2542 1.1548 -4.1846
H16 -2.2043 -0.2782 -4.2505
H17 -2.5181 1.5743 -1.6351
H18 -1.2694 1.7854 -2.8554

Computed properties:
E_LUMO, eV: -1.9
Relative energy (zero: lowest compared OMol25 entry of this formula, charge and spin), kJ/mol: 205.22
HOMO-LUMO gap, eV: 6.5
Multiplicity: 1